Molecular formula: C27H28N6O3
Method: DFT, wB97M-V/def2-TZVPD

The geometry in ORCA input format:
```
! wB97M-V def2-TZVPD RIJCOSX def2/J DEFGRID3
* xyz 0 1
H 5.7892 3.2602 0.2562
N 5.0707 -0.8064 -0.7428
H -1.1890 -1.0842 0.4199
H -5.9589 0.1648 -2.9604
H 2.4447 -1.3341 2.3296
N -2.7747 2.0315 1.9376
C -3.4293 1.4269 0.8999
C 4.7066 2.6040 -1.4682
H 0.5038 0.4588 3.3792
C -0.9978 0.4307 1.8750
H -6.2013 1.6738 -1.0122
H 0.5797 2.0323 0.8328
C -1.6237 -0.1962 0.8554
H -5.0684 2.8100 0.8497
C 1.7252 -1.7322 -0.7827
H 1.0979 2.0359 -3.3932
H 3.2363 -3.9008 0.6681
H 0.9918 -0.9335 -0.6286
N 3.0304 -1.2243 -0.4794
H -0.9317 -4.4993 1.5359
C 2.6367 2.0250 0.2948
C 2.1694 -3.8208 0.7183
H -7.0343 -2.0342 -2.5451
H 0.0133 0.7085 -2.9132
C 1.0300 1.0938 -2.8403
H 1.7268 0.3692 -3.2749
H 3.2365 0.2415 2.5517
H 1.7410 -2.0300 -1.8369
O 0.0876 -3.1087 0.3936
O 1.2664 1.2822 -1.4668
O -1.0968 2.2419 3.4221
C 3.5164 2.0866 -1.9522
H 5.5116 2.8058 -2.1579
C -4.6369 1.9239 0.4071
C -4.7213 0.1369 -1.2211
N 4.0607 -1.3019 -1.3248
C 4.8636 2.8549 -0.1199
H 0.2884 -1.1199 2.5681
C 2.4760 1.7979 -1.0801
C -6.4980 -1.5282 -1.7459
H 3.9464 2.7541 1.8072
C -1.5800 1.6224 2.4907
C 1.5291 1.6833 1.2485
C -5.2672 1.2839 -0.6351
H -4.7526 -1.1289 -2.9407
N 1.3937 0.2406 1.4565
N 4.7689 -0.3875 0.4784
H 1.5518 -5.5022 2.0474
C 0.3250 -0.0377 2.4120
C -3.5283 -0.3539 -0.7333
H -6.0151 -2.2772 -1.1224
H -3.1871 2.8591 2.3526
H 1.7005 2.1981 2.2076
C 3.8270 2.5663 0.7503
C 3.4907 -0.6349 0.6520
H -7.2162 -0.9865 -1.1346
C -2.8628 0.2744 0.3246
H 3.4188 1.9001 -3.0098
C 1.2853 -4.6618 1.4408
H -3.0873 -1.2395 -1.1681
C -5.4573 -0.5675 -2.3247
C 2.6538 -0.3718 1.8489
C 0.0368 -4.1828 1.2040
C 1.3874 -2.8920 0.0985
*
```

LUMO energy: 0.09 eV
M: 484.6 g/mol
Relative energy (zero: lowest compared OMol25 entry of this formula, charge and spin): 227.1 kJ/mol
SMILES: CCc1ccc2[nH]c(=O)c(CN(Cc3ccccc3OC)Cc3nnnn3Cc3ccco3)cc2c1
Electronic energy: -1599.9089 a.u.
HOMO-LUMO gap: 8.452 eV